{"formula": "C4H9FN2O", "method": "wB97M-V/def2-TZVPD", "max_force_ev_per_a": 6.9, "de_lowest_kcal_mol": 65.8, "gap_ev": 7.11, "symbols": ["F", "O", "N", "N", "C", "C", "C", "C", "H", "H", "H", "H", "H", "H", "H", "H", "H"], "coordinates": [[-1.36467, -0.12058, -1.43489], [1.36682, 0.38739, 0.95543], [1.82595, 0.57096, -1.17197], [-1.43735, 0.39403, 0.73624], [-0.05678, -1.59741, 0.06173], [-0.81412, -0.31520, -0.20992], [-2.20930, 1.48609, 0.77239], [2.08600, 0.22035, 0.08234], [-2.78052, 1.51347, -0.08124], [-2.57073, 1.76177, 1.73371], [0.84674, -1.51823, -0.53063], [2.96179, -0.31439, 0.05688], [-0.91409, 0.19893, 1.65291], [0.95393, 1.05194, -1.39036], [2.50713, 0.61672, -2.03730], [-0.64787, -2.56456, -0.23833], [0.24706, -1.77127, 1.04302]], "forces_ev_per_angstrom": [[0.2542, -0.2433, -0.3504], [-3.2062, 1.3882, 5.9686], [0.4199, 1.8185, -5.2350], [3.4609, -1.2856, 2.0415], [-2.0612, -1.0630, -2.7412], [-1.8614, -0.2832, 1.5849], [0.6440, -0.9495, 0.3502], [2.4314, 0.0353, -4.5891], [-1.5331, 0.8810, -1.7064], [-0.1385, 0.2415, 0.3989], [0.0393, -0.7069, -0.2927], [2.8862, -1.6012, 0.8927], [-1.1166, 0.3558, -1.6919], [0.2538, -0.1092, 0.3926], [-1.5694, -0.5351, 3.0280], [0.9032, 1.7841, 0.1901], [0.1933, 0.2728, 1.7593]]}